{
  "formula": "C3H8N2OS",
  "method": "ωB97M-V with the def2-TZVPD basis set",
  "relative_energy_kj_mol": 107.3,
  "gap_ev": 8.99,
  "mol_weight_g_mol": 120.2,
  "elements": ["S", "O", "C", "N", "N", "C", "C", "H", "H", "H", "H", "H", "H", "H", "H"],
  "xyz": [[0.917935, -1.946443, -0.464178], [0.423418, 2.437078, -0.180233], [1.288011, -0.986084, 0.832356], [1.646486, -1.581161, 2.010873], [1.239683, 0.408576, 0.744449], [-0.973105, 2.363474, 0.242184], [0.920667, 1.119740, -0.501842], [1.570116, -2.609584, 2.037458], [1.419570, -1.063372, 2.852143], [1.498135, 0.954123, 1.539754], [-1.247314, 3.306610, 0.669058], [-1.120961, 1.582862, 0.978969], [-1.617099, 2.164711, -0.642583], [1.794064, 1.236465, -1.143429], [0.178049, 0.550661, -1.037325]],
  "atomic_forces_ev_per_a": [[0.05, -0.14, -0.41], [-0.52, -1.30, 0.24], [-0.33, 0.98, -0.67], [-0.18, 0.46, 0.27], [-0.05, -2.16, 0.02], [0.72, -0.37, -1.27], [-0.31, 1.08, 0.81], [-0.08, 1.17, -0.11], [0.23, -0.34, 0.03], [0.26, 0.37, 0.21], [0.03, 0.56, 0.17], [0.02, -0.22, 0.16], [0.35, 0.06, 0.50], [0.06, 0.15, 0.20], [-0.25, -0.30, -0.15]]
}